Entry 1:
DFT (ωB97M-V/def2-TZVPD) results for a 2-piece molecular cluster, C5H10O overall.

Results
**Orbital gap**: 0.3830 Ha
**HOMO energy**: -9.49 eV
**E**: -271.69132 a.u.
**Relative energy (zero: lowest compared OMol25 entry of this formula, charge and spin)**: 38.5 kcal/mol

Geometry as ORCA input:
```
! wB97M-V def2-TZVPD RIJCOSX def2/J DEFGRID3
* xyz 0 1
C -1.27776 -0.18206 -0.99166
C -0.05625 -0.58120 -0.18105
C 1.35327 -0.55775 -0.83671
C 1.92763 0.21462 0.37956
C 0.48327 0.43614 0.82696
O -0.04362 1.20617 1.58501
H -2.15135 -0.06720 -0.34238
H -1.11074 0.77419 -1.50031
H -1.50871 -0.93573 -1.75199
H -0.22785 -1.53592 0.33499
H 1.80371 -1.52987 -1.04873
H 1.36287 0.04501 -1.75032
H 2.47477 -0.42276 1.08290
H 2.51315 1.11917 0.19306
H -3.13886 0.97118 2.05048
H -2.40353 1.04601 1.95019
*
```

***

Entry 2:
DFT (ωB97M-V/def2-TZVPD) results for a single C5H10O molecule at a distorted geometry.

Results
**Orbital gap**: 0.3953 Ha
**HOMO energy**: -9.59 eV
**E**: -271.73338 a.u.
**Relative energy (zero: lowest compared OMol25 entry of this formula, charge and spin)**: 12.1 kcal/mol

Geometry as ORCA input:
```
! wB97M-V def2-TZVPD RIJCOSX def2/J DEFGRID3
* xyz 0 1
C -0.54506 -1.04559 0.45234
C -1.36550 0.13139 -0.08615
C -0.55297 1.42464 -0.04416
O 0.68554 1.29602 -0.72452
C 1.54225 0.23488 -0.08618
C 0.81383 -1.05957 -0.21981
H -1.07770 -1.99212 0.30073
H -0.40042 -0.93162 1.53509
H -1.65015 -0.06706 -1.12772
H -2.29359 0.25951 0.48384
H -0.37055 1.71379 1.00518
H -1.09998 2.24729 -0.52037
H 1.70519 0.51879 0.95926
H 2.49759 0.25754 -0.62173
H 1.44233 -1.91445 0.03453
H 0.66917 -1.07342 -1.34034
*
```

***

Entry 3:
DFT (ωB97M-V/def2-TZVPD) results for a single C5H10O molecule.

Results
**Orbital gap**: 0.2713 Ha
**HOMO energy**: -6.55 eV
**E**: -271.56823 a.u.
**Relative energy (zero: lowest compared OMol25 entry of this formula, charge and spin)**: 115.7 kcal/mol

Geometry as ORCA input:
```
! wB97M-V def2-TZVPD RIJCOSX def2/J DEFGRID3
* xyz 0 1
C 1.91468 -0.77627 -0.21698
O 0.88508 0.19878 -0.36832
C 0.28367 0.81296 0.98374
C -1.05837 1.13107 0.66111
C -1.80645 -0.04380 0.06677
C -0.84103 -0.31983 -1.02255
H 1.60330 -1.57727 0.47124
H 2.13401 -1.19623 -1.20110
H 2.82756 -0.30901 0.17590
H 0.45068 -0.04292 1.65913
H 0.93022 1.64933 1.24547
H -1.24557 2.10286 0.21082
H -2.79343 0.26476 -0.30254
H -1.93589 -0.89429 0.74968
H -0.44700 -1.31713 -1.21187
H -0.90146 0.31701 -1.90049
*
```

***

Entry 4:
DFT (ωB97M-V/def2-TZVPD) results for C5H10O as an isolated structure.

Results
**Orbital gap**: 0.3312 Ha
**HOMO energy**: -7.88 eV
**E**: -271.59200 a.u.
**Relative energy (zero: lowest compared OMol25 entry of this formula, charge and spin)**: 100.8 kcal/mol

Geometry as ORCA input:
```
! wB97M-V def2-TZVPD RIJCOSX def2/J DEFGRID3
* xyz 0 1
C 2.07161 0.06947 -0.15611
C 0.97445 0.96208 -0.69615
C -0.85726 -0.03727 0.90787
C -1.35379 -1.45446 0.86915
C -1.44181 0.77747 -0.18028
O -0.24081 0.19217 -0.74923
H 2.09374 -0.87381 -0.71066
H 1.86666 -0.14700 0.89551
H 3.04967 0.55231 -0.24994
H 1.17492 1.29304 -1.72184
H 0.82069 1.83521 -0.05575
H -0.53031 -2.16138 1.02186
H -2.01187 -1.55828 1.74433
H -1.92416 -1.75864 -0.02517
H -1.39062 1.86827 -0.11886
H -2.30111 0.44082 -0.77474
*
```

***

Entry 5:
DFT (ωB97M-V/def2-TZVPD) results for C5H10O as an isolated structure at a distorted geometry.

Results
**Orbital gap**: 0.2866 Ha
**HOMO energy**: -7.67 eV
**E**: -271.59794 a.u.
**Relative energy (zero: lowest compared OMol25 entry of this formula, charge and spin)**: 97.1 kcal/mol

Geometry as ORCA input:
```
! wB97M-V def2-TZVPD RIJCOSX def2/J DEFGRID3
* xyz 0 1
C -0.45765 1.44567 -1.25390
C 0.85764 0.96069 -0.71645
C 1.44988 -0.27040 -0.94870
C 0.98548 -0.74310 0.35696
C 0.11280 -1.76904 0.49131
H -0.26860 2.03505 -2.16439
H -0.92670 2.18755 -0.61367
H -1.10261 0.59201 -1.43334
H 1.38685 1.66570 -0.07742
H 1.41469 -0.92759 -1.81272
H 1.51089 -0.43487 1.25869
H 0.11310 -2.40808 1.36356
H -0.42615 -2.09491 -0.39242
H -2.26576 -0.15768 2.31383
H -0.95504 -0.34781 1.51742
O -1.42882 0.26679 2.11123
*
```

***

Entry 6:
DFT (ωB97M-V/def2-TZVPD) results for a single C5H10O molecule at a distorted geometry.

Results
**Orbital gap**: 0.3792 Ha
**HOMO energy**: -9.23 eV
**E**: -271.69055 a.u.
**Relative energy (zero: lowest compared OMol25 entry of this formula, charge and spin)**: 38.9 kcal/mol

Geometry as ORCA input:
```
! wB97M-V def2-TZVPD RIJCOSX def2/J DEFGRID3
* xyz 0 1
C 2.27168 0.62353 -0.70529
C 0.84250 0.17839 -0.60406
C 0.39760 -0.73053 0.27532
C -1.00851 -0.60944 0.81570
C -2.16704 -0.35472 -0.14142
O -0.71490 0.56644 1.59108
H 2.81418 0.41286 0.22312
H 2.36045 1.70216 -0.89468
H 2.76735 0.10158 -1.52573
H 0.13075 0.61187 -1.30961
H 1.08188 -1.20463 0.98017
H -1.27389 -1.44370 1.48237
H -1.96635 0.51933 -0.76935
H -3.07260 -0.13940 0.43759
H -2.37034 -1.21692 -0.78622
H -0.09277 0.98318 0.93099
*
```

***

Entry 7:
DFT (ωB97M-V/def2-TZVPD) results for a single C5H10O molecule at a distorted geometry.

Results
**Orbital gap**: 0.3929 Ha
**HOMO energy**: -9.71 eV
**E**: -271.70664 a.u.
**Relative energy (zero: lowest compared OMol25 entry of this formula, charge and spin)**: 28.8 kcal/mol

Geometry as ORCA input:
```
! wB97M-V def2-TZVPD RIJCOSX def2/J DEFGRID3
* xyz 0 1
C -0.64632 2.27872 -0.21855
C 0.11928 1.36798 -0.80153
C 1.05125 0.38902 -0.13983
C 0.34868 -0.58668 0.81944
C -0.75948 -1.43429 0.21013
O -0.37341 -2.81459 0.01920
H -1.27005 2.91065 -0.83505
H -0.68670 2.42329 0.86557
H 0.08056 1.32014 -1.89045
H 1.79398 0.94361 0.46034
H 1.64880 -0.13980 -0.88384
H 1.11514 -1.24962 1.24253
H -0.06174 0.00117 1.64348
H -1.11485 -1.06996 -0.75492
H -1.60602 -1.50459 0.88440
H 0.36087 -2.83505 -0.62093
*
```

***

Entry 8:
DFT (ωB97M-V/def2-TZVPD) results for a 2-piece molecular cluster, C5H10O overall at a distorted geometry.

Results
**Orbital gap**: 0.3549 Ha
**HOMO energy**: -8.70 eV
**E**: -271.68414 a.u.
**Relative energy (zero: lowest compared OMol25 entry of this formula, charge and spin)**: 43.0 kcal/mol

Geometry as ORCA input:
```
! wB97M-V def2-TZVPD RIJCOSX def2/J DEFGRID3
* xyz 0 1
C -1.43362 3.14924 -0.11732
C -0.57177 2.54125 0.69231
C -0.63500 1.10313 1.06557
C 0.45309 0.34598 1.14806
C 0.49444 -1.08312 1.58158
H -1.61524 4.21316 -0.21023
H -2.19124 2.52781 -0.58202
H 0.33469 3.02810 1.05250
H -1.65323 0.79912 1.29403
H 1.35560 0.73992 0.70660
H 0.26925 -1.21452 2.64424
H 1.47601 -1.56494 1.54852
H -0.18118 -1.70679 1.00365
O 1.16673 -4.26936 -3.34615
H 1.08389 -4.64250 -4.23811
H 2.05225 -4.48265 -3.04432
*
```

***

Entry 9:
DFT (ωB97M-V/def2-TZVPD) results for a single C5H10O molecule.

Results
**Orbital gap**: 0.4115 Ha
**HOMO energy**: -10.23 eV
**E**: -271.74844 a.u.
**Relative energy (zero: lowest compared OMol25 entry of this formula, charge and spin)**: 2.6 kcal/mol

Geometry as ORCA input:
```
! wB97M-V def2-TZVPD RIJCOSX def2/J DEFGRID3
* xyz 0 1
O -1.69943 0.16231 0.93882
C -1.07436 0.24790 -0.33558
C -0.27754 -1.01848 -0.65358
C 0.94569 -0.92942 0.27573
C 1.17582 0.58797 0.50639
C 0.01527 1.30739 -0.21359
H -2.26298 -0.62093 0.94030
H -1.81593 0.48909 -1.11257
H -0.86501 -1.93532 -0.51535
H 0.03332 -0.98821 -1.70574
H 1.82025 -1.42324 -0.15939
H 0.73400 -1.42748 1.22688
H 1.15769 0.81687 1.57552
H 2.14698 0.91651 0.12320
H -0.35093 2.18527 0.32632
H 0.31715 1.62976 -1.21737
*
```

***

Entry 10:
DFT (ωB97M-V/def2-TZVPD) results for a single C5H10O molecule.

Results
**Orbital gap**: 0.3910 Ha
**HOMO energy**: -9.52 eV
**E**: -271.69896 a.u.
**Relative energy (zero: lowest compared OMol25 entry of this formula, charge and spin)**: 33.7 kcal/mol

Geometry as ORCA input:
```
! wB97M-V def2-TZVPD RIJCOSX def2/J DEFGRID3
* xyz 0 1
C 2.02209 1.87723 -0.33990
C 1.19646 0.98963 -0.88426
C 0.74959 -0.26652 -0.19046
C -0.48790 0.13134 0.63083
O -1.19623 -0.92296 1.22866
C -1.95174 -1.67841 0.31814
H 2.51884 1.67219 0.60706
H 2.21669 2.84029 -0.80242
H 0.69048 1.22954 -1.82012
H 0.51254 -1.05662 -0.91335
H 1.52954 -0.65337 0.47590
H -1.15913 0.73255 -0.00790
H -0.14772 0.77851 1.44528
H -2.54510 -2.38462 0.90342
H -1.31541 -2.24432 -0.37746
H -2.63298 -1.04444 -0.27344
*
```

***

Entry 11:
DFT (ωB97M-V/def2-TZVPD) results for a 2-piece molecular cluster, C5H10O overall.

Results
**Orbital gap**: 0.3985 Ha
**HOMO energy**: -9.69 eV
**E**: -271.64402 a.u.
**Relative energy (zero: lowest compared OMol25 entry of this formula, charge and spin)**: 68.1 kcal/mol

Geometry as ORCA input:
```
! wB97M-V def2-TZVPD RIJCOSX def2/J DEFGRID3
* xyz 0 1
C -1.30008 1.63954 0.33487
C -0.11007 1.14345 0.65812
C 0.20163 -0.31152 0.84213
C 1.46474 -0.86797 0.15879
O 0.70949 -1.87606 -0.52360
C -0.52838 -1.36089 -0.01542
H -1.46679 2.70878 0.24582
H -2.15764 0.99738 0.14717
H 0.72047 1.82803 0.83502
H 0.17697 -0.55822 1.90980
H 2.22477 -1.30114 0.82013
H 1.94757 -0.17388 -0.54178
H -1.09653 -2.12628 0.52540
H -1.15230 -0.94522 -0.81614
H -0.00993 0.87468 -2.12674
H 0.37609 0.32930 -2.45359
*
```

***

Entry 12:
DFT (ωB97M-V/def2-TZVPD) results for a 2-piece molecular cluster, C5H10O overall.

Results
**Orbital gap**: 0.3667 Ha
**HOMO energy**: -9.02 eV
**E**: -271.68169 a.u.
**Relative energy (zero: lowest compared OMol25 entry of this formula, charge and spin)**: 44.5 kcal/mol

Geometry as ORCA input:
```
! wB97M-V def2-TZVPD RIJCOSX def2/J DEFGRID3
* xyz 0 1
C 1.74552 0.55452 -0.52858
C 0.32276 0.35395 -0.14399
C -0.47075 0.78539 0.85021
C -1.74963 0.33328 0.17656
C -0.82116 -0.22111 -0.94514
H 1.77803 1.48003 -1.11483
H 2.13761 -0.25596 -1.15110
H 2.39932 0.67142 0.33900
H -0.26915 1.40268 1.72052
H -2.39246 -0.39901 0.67846
H -2.36617 1.17248 -0.15720
H -0.92788 0.26895 -1.91610
H -0.84840 -1.30765 -1.10437
O 0.89128 -1.68857 1.22676
H 0.40002 -2.30765 0.67592
H 0.26006 -0.96550 1.41591
*
```